Formula: C27H60NO30S6
Source: the OMol25 dataset
Level of theory: ωB97M-V with the def2-TZVPD basis set

```
! RIJCOSX wB97M-V def2-TZVPD def2/J DEFGRID3
* xyz -1 1
N -0.14 0.45 -0.05
O -0.65 -0.10 -1.01
O -0.18 0.01 1.10
O 0.32 1.60 -0.27
O 3.45 4.78 -2.75
S 2.43 4.04 -3.40
O 2.25 4.33 -4.76
O 3.00 2.42 -3.41
C 2.25 1.50 -3.98
C 3.21 0.39 -4.26
C 0.85 4.04 -2.54
H 1.88 1.76 -4.98
H 1.53 1.00 -3.23
H 2.75 -0.28 -4.99
H 3.91 0.14 -3.36
H 4.06 0.77 -4.83
H 1.07 3.71 -1.37
H 0.36 3.07 -2.62
H 0.43 5.15 -2.45
O 4.43 -2.32 0.10
S 4.81 -1.01 -0.02
O 5.80 -0.51 1.01
O 5.64 -0.95 -1.48
C 6.21 0.30 -1.70
C 6.88 0.44 -3.06
C 3.31 0.01 0.02
H 6.67 0.94 -0.94
H 5.48 1.16 -1.63
H 6.39 0.16 -4.02
H 7.74 -0.17 -2.97
H 7.16 1.37 -3.21
H 2.70 -0.42 0.72
H 2.83 -0.30 -0.98
H 3.51 0.96 0.38
O -1.20 2.71 -5.38
S -1.70 1.42 -5.31
O -2.81 1.14 -6.20
O -0.54 0.48 -5.94
C -1.06 -0.64 -6.74
C 0.07 -1.38 -7.45
C -1.98 0.98 -3.65
H -1.67 -0.19 -7.55
H -1.63 -1.36 -6.19
H 0.77 -1.84 -6.86
H 0.65 -0.71 -7.92
H -0.29 -2.23 -8.07
H -2.33 -0.21 -3.56
H -2.87 1.51 -3.18
H -1.03 0.86 -3.07
O -3.42 -2.45 -4.46
S -4.17 -2.77 -3.25
O -5.62 -2.63 -3.21
O -3.97 -4.37 -2.96
C -4.34 -5.11 -4.01
C -3.83 -6.50 -3.77
C -3.55 -1.90 -1.79
H -3.72 -4.67 -4.90
H -5.46 -5.07 -3.97
H -4.48 -6.92 -2.93
H -2.75 -6.69 -3.57
H -4.03 -7.10 -4.64
H -4.37 -2.34 -1.12
H -3.84 -0.79 -1.94
H -2.35 -2.09 -1.76
O -3.03 0.08 4.74
S -2.38 1.10 5.47
O -1.77 0.61 6.66
O -0.99 1.53 4.65
C -0.03 0.52 4.27
C 1.26 1.11 3.79
C -3.28 2.47 5.75
H -0.49 -0.29 3.66
H 0.16 -0.08 5.18
H 1.52 2.03 4.41
H 1.21 1.66 3.03
H 2.08 0.34 3.66
H -2.84 2.95 6.52
H -4.24 2.27 6.05
H -3.37 2.99 4.87
O 2.71 -0.47 7.03
S 2.07 -1.73 6.77
O 0.62 -1.88 6.95
O 2.28 -1.89 5.13
C 1.61 -2.93 4.37
C 1.87 -2.62 2.89
C 2.79 -3.03 7.57
H 0.69 -2.99 4.79
H 1.99 -3.75 4.88
H 1.57 -1.83 2.46
H 1.19 -3.57 2.33
H 2.77 -2.61 2.68
H 3.69 -3.13 7.02
H 2.43 -4.07 7.38
H 3.10 -3.07 8.65
C -0.05 5.03 0.85
C 0.35 4.02 2.08
O 1.80 4.27 2.05
C 2.09 5.26 1.25
O 3.30 5.64 1.20
O 1.17 5.79 0.53
H -0.78 5.73 1.31
H -0.37 4.62 -0.03
H 0.08 3.03 1.69
H -0.18 4.31 2.96
C -2.21 -2.95 1.95
C -3.32 -2.66 2.86
O -3.51 -3.93 3.49
C -2.40 -4.73 3.29
O -2.10 -5.83 3.80
O -1.70 -4.16 2.29
H -1.33 -2.16 2.17
H -2.75 -3.06 1.09
H -4.03 -2.42 2.31
H -3.09 -1.79 3.54
C -2.87 2.16 1.78
C -3.32 2.45 0.34
O -3.61 3.87 0.49
C -3.20 4.34 1.54
O -3.18 5.52 1.87
O -2.80 3.42 2.35
H -1.98 1.44 1.74
H -3.53 1.46 2.25
H -4.15 1.66 -0.05
H -2.35 2.36 -0.24
*
```

## Properties
M (g mol⁻¹): 1071.16
Highest occupied orbital energy (eV): -7.538

***

Formula: C3H4N2S
Source: the OMol25 dataset
Level of theory: ωB97M-V with the def2-TZVPD basis set

```
! RIJCOSX wB97M-V def2-TZVPD def2/J DEFGRID3
* xyz 0 1
C 0.18 -1.34 0.16
C -0.55 -0.06 0.17
C -1.88 0.01 0.02
N 1.43 -1.17 -0.08
N 0.24 1.20 0.08
S -3.43 0.21 -0.01
H 1.88 -0.16 -0.07
H 2.01 -2.09 0.03
H 0.34 1.37 -0.90
H -0.22 2.02 0.60
*
```

## Properties
M (g mol⁻¹): 100.15
Highest occupied orbital energy (eV): -8.075
Energy relative to the best compared isomer or geometry (same formula, charge and spin) (kJ/mol): 371.6

***

Formula: C3H6O2
Source: the OMol25 dataset
Level of theory: ωB97M-V with the def2-TZVPD basis set

```
! RIJCOSX wB97M-V def2-TZVPD def2/J DEFGRID3
* xyz 0 1
C 0.72 -0.32 1.30
C 0.35 -0.30 -0.14
O 0.56 -1.27 -0.85
C -0.54 0.78 -0.75
O -1.55 -0.01 -1.33
H 1.26 -1.25 1.49
H -0.20 -0.29 1.89
H 1.32 0.55 1.56
H 0.00 1.36 -1.52
H -0.92 1.50 -0.01
H -1.00 -0.77 -1.62
*
```

## Properties
M (g mol⁻¹): 74.08
Highest occupied orbital energy (eV): -10.054
Energy relative to the best compared isomer or geometry (same formula, charge and spin) (kJ/mol): 109.2
SMILES: CC(=O)CO

***

Formula: C2H4N2OS
Source: the OMol25 dataset
Level of theory: ωB97M-V with the def2-TZVPD basis set

```
! RIJCOSX wB97M-V def2-TZVPD def2/J DEFGRID3
* xyz 0 1
N -2.05 -0.44 0.07
N -0.68 -0.40 -0.09
C -0.10 0.71 0.02
O 1.27 0.84 -0.05
C 2.03 -0.24 0.16
S 3.63 -0.22 -0.07
H -2.44 -1.22 -0.46
H -2.51 0.40 -0.24
H -0.59 1.70 0.16
H 1.45 -1.14 0.50
*
```

## Properties
M (g mol⁻¹): 104.13
Highest occupied orbital energy (eV): -8.890
Energy relative to the best compared isomer or geometry (same formula, charge and spin) (kJ/mol): 283.6
SMILES: N/N=C/OC=S

***

Formula: C9H16N
Source: the OMol25 dataset
Level of theory: ωB97M-V with the def2-TZVPD basis set

```
! RIJCOSX wB97M-V def2-TZVPD def2/J DEFGRID3
* xyz 1 1
C 0.68 -4.05 -0.06
C -0.18 -0.37 0.71
C -1.55 -0.47 0.73
C 0.56 -1.48 0.36
C -0.01 -2.68 0.24
C -2.24 -1.69 0.58
C -1.44 -2.77 0.27
H 0.25 0.68 0.78
H -2.10 0.45 0.78
H 1.70 -1.49 0.31
H -3.29 -1.70 0.72
H 0.33 -4.95 0.49
H 1.70 -3.92 -0.04
H -1.73 -3.81 0.32
H 0.57 -4.34 -1.14
C 0.85 3.28 -0.84
C -0.62 2.80 -1.00
N 1.79 2.80 0.33
H 1.48 3.30 -1.78
H 0.73 4.39 -0.52
H -1.23 3.27 -0.24
H -0.82 1.77 -0.81
H 1.21 2.86 1.27
H 1.80 1.74 0.09
H 2.65 3.45 0.41
H -1.08 2.94 -1.97
*
```

## Properties
M (g mol⁻¹): 138.23
Highest occupied orbital energy (eV): -11.902
Energy relative to the best compared isomer or geometry (same formula, charge and spin) (kJ/mol): 223.8

***

Formula: C6H18O2
Source: the OMol25 dataset
Level of theory: ωB97M-V with the def2-TZVPD basis set

```
! RIJCOSX wB97M-V def2-TZVPD def2/J DEFGRID3
* xyz 0 1
C -0.09 -0.38 -2.14
C 0.80 0.64 -1.52
C 1.37 0.30 -0.13
C 0.26 0.50 1.00
C 0.72 -0.46 2.14
C 0.43 1.88 1.51
H 0.42 -1.35 -2.34
H -0.98 -0.60 -1.39
H -0.50 -0.04 -3.11
H 0.36 1.62 -1.47
H 1.69 0.71 -2.21
H 2.27 1.02 0.00
H 1.84 -0.68 -0.19
H -0.77 0.38 0.64
H 1.86 -0.50 2.05
H 0.40 -1.45 1.98
H 0.53 -0.50 3.19
H 0.25 2.64 0.71
H -0.20 2.25 2.26
H 1.49 1.98 1.76
O -0.04 -2.59 0.29
H -0.30 -3.14 -0.53
H 0.82 -2.60 0.15
O -3.07 0.59 -0.96
H -3.10 0.61 -0.08
H -2.14 0.77 -1.24
*
```

## Properties
M (g mol⁻¹): 122.21
Highest occupied orbital energy (eV): -10.624
Energy relative to the best compared isomer or geometry (same formula, charge and spin) (kJ/mol): 185.6
SMILES: CCCC(C)C.O.O

***

Formula: C5H6O
Source: the OMol25 dataset
Level of theory: ωB97M-V with the def2-TZVPD basis set

```
! RIJCOSX wB97M-V def2-TZVPD def2/J DEFGRID3
* xyz 0 1
C -0.67 0.01 1.06
C 0.65 -0.52 0.52
C 0.44 -0.70 -0.98
O -0.92 -0.45 -1.27
C -0.80 0.65 -0.34
C 0.77 0.63 -0.46
H -0.54 0.81 1.80
H -1.44 -0.69 1.40
H 1.33 -1.26 0.91
H 1.04 -1.38 -1.57
H -1.49 1.45 -0.58
H 1.52 1.38 -0.69
*
```

## Properties
M (g mol⁻¹): 82.10
Highest occupied orbital energy (eV): -9.195
Energy relative to the best compared isomer or geometry (same formula, charge and spin) (kJ/mol): 299.1

***

Formula: C29H25HgN3O3P
Source: the OMol25 dataset
Level of theory: ωB97M-V with the def2-TZVPD basis set

```
! RIJCOSX wB97M-V def2-TZVPD def2/J DEFGRID3
* xyz -2 2
Hg 0.78 -1.04 -1.76
C 6.49 0.07 -1.20
O 6.89 -0.36 0.24
C 6.19 -0.06 1.32
C 6.78 0.17 2.57
C 6.18 0.62 3.69
C 4.86 0.25 3.84
C 3.90 0.02 2.79
C 2.63 -0.24 3.22
N 1.45 -0.74 2.45
N 0.30 -1.08 2.91
C -0.68 -1.16 2.08
O -0.40 -1.20 0.74
C -2.14 -1.15 2.56
C -2.32 -0.91 3.88
C -3.60 -1.15 4.41
C -4.59 -1.43 3.44
C -4.34 -1.23 2.10
C -3.14 -0.99 1.66
C 4.43 -0.15 1.29
O 3.64 -0.45 0.47
H 5.46 0.49 -1.27
H 6.66 -0.88 -1.63
H 7.46 0.70 -1.54
H 7.94 0.43 2.03
H 6.83 0.96 4.57
H 4.31 0.30 4.77
H 2.55 0.06 4.27
H -1.44 -1.23 4.40
H -4.06 -1.03 5.45
H -5.61 -1.43 3.80
H -5.38 -1.23 1.77
H -2.96 -0.72 0.71
N 1.68 -4.01 -0.82
C 1.42 -2.91 -1.04
C 0.25 1.82 -3.68
P -0.69 0.75 -2.83
C -1.84 -0.11 -3.93
C -2.59 0.56 -4.85
C -3.79 -0.07 -5.50
C -4.14 -1.37 -5.30
C -3.33 -2.15 -4.45
C -2.42 -1.49 -3.65
C -1.62 1.60 -1.41
C -2.81 2.32 -1.66
C -3.18 3.18 -0.60
C -2.76 3.07 0.64
C -1.70 2.06 0.82
C -0.96 1.62 -0.18
H 1.01 2.18 -2.98
H -0.27 2.36 -4.50
H 1.21 -0.52 1.49
H -2.20 1.47 -5.32
H -4.56 0.53 -5.99
H -4.81 -2.03 -5.75
H -2.91 -3.23 -5.02
H -1.76 -2.23 -3.27
H -3.48 2.24 -2.33
H -3.95 4.05 -0.97
H -3.20 3.33 1.54
H -1.67 1.70 1.84
H -0.08 1.04 -0.32
*
```

## Properties
M (g mol⁻¹): 695.10
Highest occupied orbital energy (spin up / spin down) (eV): 1.251 / -0.251
<S²>: 0.80

***

Formula: C10H14BEuF5N6OTe
Source: the OMol25 dataset
Level of theory: ωB97M-V with the def2-TZVPD basis set

```
! RIJCOSX wB97M-V def2-TZVPD def2/J DEFGRID3
* xyz 0 8
H 1.01 3.30 0.24
N 0.58 1.80 -1.21
B 0.24 0.42 -3.30
N 0.56 1.79 -2.60
C 0.84 3.04 -3.05
Eu 1.73 0.76 0.67
H 0.86 3.29 -4.09
C 1.03 3.87 -1.94
H 1.29 4.91 -1.93
C 0.87 3.05 -0.82
H 0.32 0.57 -4.46
C -1.88 -2.35 1.20
H -1.33 -2.57 2.14
H -1.07 -2.12 0.46
H -2.43 -3.26 0.93
N -1.21 0.03 -2.96
N 1.16 -0.73 -2.81
N -1.56 -0.12 -1.65
N 1.32 -0.94 -1.43
C -2.28 -0.19 -3.75
C 1.92 -1.61 -3.49
H -2.23 -0.11 -4.83
H 1.96 -1.62 -4.55
C -3.38 -0.53 -2.93
C 2.56 -2.43 -2.57
C -2.86 -0.47 -1.61
C 2.16 -1.98 -1.31
H -4.39 -0.79 -3.21
H 3.26 -3.21 -2.77
H -3.41 -0.67 -0.68
H 2.48 -2.30 -0.33
H -2.63 -1.52 1.24
F 0.12 0.44 2.36
Te 1.68 0.90 3.90
F 3.19 1.39 4.99
F 1.29 2.72 3.11
F 0.35 1.24 5.38
F 1.59 -1.02 4.33
O 2.98 0.63 2.51
*
```

## Properties
M (g mol⁻¹): 619.63
Highest occupied orbital energy (spin up / spin down) (eV): -8.792 / -8.793
<S²>: 15.79

***

Formula: C38H38AsF6N3O4PRuS2
Source: the OMol25 dataset
Level of theory: ωB97M-V with the def2-TZVPD basis set

```
! RIJCOSX wB97M-V def2-TZVPD def2/J DEFGRID3
* xyz -2 2
Ru 0.09 -0.70 0.43
N 1.73 -0.38 -2.96
C 2.24 0.76 -2.35
C 2.15 2.00 -3.00
C 2.71 3.14 -2.46
C 3.41 3.07 -1.26
C 3.52 1.84 -0.63
C 2.93 0.68 -1.13
C 3.09 -0.62 -0.43
C 4.39 -1.10 -0.29
C 4.65 -2.34 0.27
C 3.59 -3.13 0.66
C 2.29 -2.66 0.52
C 1.99 -1.39 0.01
H 0.95 -0.20 -3.57
H 1.52 -1.11 -2.29
H 1.63 2.05 -3.95
H 2.61 4.09 -2.98
H 3.85 3.95 -0.82
H 4.05 1.76 0.32
H 5.21 -0.47 -0.63
H 5.68 -2.67 0.42
H 3.76 -4.10 1.12
H 1.48 -3.28 0.89
C -4.67 -3.63 -0.27
C -4.60 -2.36 0.55
O -3.81 -2.53 1.72
P -2.28 -2.02 1.73
S -1.16 -2.90 0.33
S -2.22 -0.04 1.50
O -1.87 -2.53 3.16
C -1.55 -1.68 4.29
C -2.82 -1.28 5.01
H -5.37 -3.50 -1.10
H -5.02 -4.46 0.35
H -3.69 -3.89 -0.66
H -5.60 -2.08 0.89
H -4.21 -1.52 -0.04
H -0.98 -0.83 3.93
H -0.89 -2.28 4.91
H -3.46 -0.68 4.36
H -2.56 -0.67 5.89
H -3.38 -2.15 5.35
C -0.56 -0.32 -1.20
C -1.19 0.02 -2.27
C -1.89 0.26 -3.37
C -2.63 -0.85 -4.03
C -3.04 -1.95 -3.28
C -3.69 -3.02 -3.87
C -3.94 -3.02 -5.24
C -3.53 -1.94 -6.01
C -2.88 -0.86 -5.41
C -1.95 1.64 -3.92
C -3.07 2.14 -4.58
C -3.11 3.45 -5.02
C -2.03 4.30 -4.82
C -0.91 3.82 -4.16
C -0.87 2.51 -3.71
H -2.82 -1.96 -2.21
H -3.99 -3.86 -3.27
H -4.44 -3.85 -5.71
H -3.70 -1.93 -7.08
H -2.54 -0.03 -6.02
H -3.93 1.49 -4.72
H -4.00 3.82 -5.52
H -2.07 5.32 -5.17
H -0.06 4.46 -3.98
H 0.00 2.14 -3.17
F 0.58 -1.03 2.39
As 2.52 -1.85 4.57
F 1.42 -3.11 5.28
F 1.42 -0.52 5.26
F 3.38 -1.75 6.09
F 3.56 -0.53 3.88
F 3.69 -3.11 4.03
O 3.06 1.06 6.59
C 3.76 1.53 5.47
N 2.91 1.65 4.31
C 2.64 2.80 3.67
O 3.09 3.90 3.97
C 1.73 2.64 2.49
C 1.04 3.74 2.01
C 0.20 3.57 0.92
C 0.07 2.32 0.35
N 0.74 1.26 0.81
C 1.56 1.42 1.86
H 2.63 0.23 6.33
H 4.58 0.85 5.22
H 4.15 2.52 5.70
H 2.45 0.79 4.03
H 1.18 4.69 2.50
H -0.37 4.40 0.51
H -0.57 2.14 -0.50
H 2.07 0.52 2.18
*
```

## Properties
M (g mol⁻¹): 985.83
Highest occupied orbital energy (spin up / spin down) (eV): -2.892 / -2.946
Energy relative to the best compared isomer or geometry (same formula, charge and spin) (kJ/mol): 230.0
<S²>: 0.75

***

Formula: C3H9NS2
Source: the OMol25 dataset
Level of theory: ωB97M-V with the def2-TZVPD basis set

```
! RIJCOSX wB97M-V def2-TZVPD def2/J DEFGRID3
* xyz 0 1
N 2.47 0.09 -0.64
C 1.19 0.00 0.06
C 0.09 -0.48 -0.87
C -1.28 0.06 -0.41
S -1.46 -0.30 1.33
S -3.25 1.31 1.83
H 3.22 0.22 0.03
H 2.77 -0.72 -1.17
H 0.99 0.96 0.49
H 1.26 -0.75 0.89
H 0.12 -1.57 -0.86
H 0.20 -0.20 -1.94
H -2.04 -0.52 -1.02
H -1.44 1.09 -0.71
H -2.85 0.79 2.99
*
```

## Properties
M (g mol⁻¹): 123.25
Highest occupied orbital energy (eV): -8.670
Energy relative to the best compared isomer or geometry (same formula, charge and spin) (kJ/mol): 147.1
SMILES: NCCCSS

***

Formula: C5H18INSi3
Source: the OMol25 dataset
Level of theory: ωB97M-V with the def2-TZVPD basis set

```
! RIJCOSX wB97M-V def2-TZVPD def2/J DEFGRID3
* xyz 0 1
C 0.60 1.62 2.22
C -1.80 2.56 0.53
C -1.81 -2.74 0.33
C 0.87 -2.72 -1.01
C 1.04 1.05 -2.61
N -0.26 -0.15 0.08
Si -0.84 1.01 1.20
Si -0.08 -1.82 0.40
Si 1.57 1.18 -0.77
I 3.38 -0.26 -0.25
H 0.53 1.56 3.30
H 1.54 1.22 1.78
H 0.57 2.73 2.02
H -1.37 2.96 -0.50
H -2.83 2.09 0.37
H -1.85 3.40 1.19
H -1.80 -3.24 -0.60
H -1.86 -3.32 1.24
H -2.54 -1.98 0.28
H 0.25 -3.49 -1.38
H 1.02 -2.22 -1.95
H 1.81 -3.07 -0.60
H -0.02 0.77 -2.73
H 1.31 2.00 -3.07
H 1.57 0.13 -2.87
H -1.55 0.12 2.12
H 0.76 -1.95 1.47
H 1.79 2.53 -0.18
*
```

## Properties
M (g mol⁻¹): 303.37
Highest occupied orbital energy (eV): -8.687
Energy relative to the best compared isomer or geometry (same formula, charge and spin) (kJ/mol): 0.0